Model a:
Density functional theory data (ωB97M-V/def2-TZVPD) for a single C2H6O molecule.

Geometry (Å):
C -1.207 -0.213 -0.036
C 0.111 0.583 0.058
O 1.217 -0.269 -0.089
H -2.149 0.383 -0.197
H -1.373 -0.773 0.904
H -1.077 -1.033 -0.785
H 0.212 1.251 -0.842
H 0.169 1.172 0.973
H 1.051 -1.068 0.525

gap between HOMO and LUMO: 11.430 eV
HOMO energy: -10.368 eV
LUMO energy: 1.06 eV
SMILES: CCO

Model b:
Density functional theory data (ωB97M-V/def2-TZVPD) for 2 unconnected molecules or ions with the total composition C2H6O.

Geometry (Å):
H -1.270 -1.555 -0.813
H -1.582 -1.795 -1.444
C 0.846 -0.423 0.617
C 0.252 0.621 0.049
O 0.050 1.794 0.712
H 1.194 -0.380 1.644
H 0.995 -1.336 0.052
H -0.102 0.588 -0.981
H -0.425 2.405 0.139

gap between HOMO and LUMO: 9.934 eV
HOMO energy: -9.070 eV
LUMO energy: 0.86 eV
SMILES: [H][H].C=CO

Which of them is the least stable? Correct choice: model b.

Model a:
Density functional theory data (ωB97M-V/def2-TZVPD) for a single C2H6O molecule.

Geometry (Å):
C -0.886 -0.265 -0.098
C 0.436 0.499 -0.031
O 1.592 -0.306 -0.182
H -1.670 0.484 -0.321
H -1.117 -0.771 0.892
H -0.895 -1.100 -0.889
H 0.522 1.221 -0.863
H 0.466 1.097 0.902
H 1.553 -0.858 0.592

gap between HOMO and LUMO: 11.458 eV
HOMO energy: -10.405 eV
LUMO energy: 1.05 eV
SMILES: CCO

Model b:
Density functional theory data (ωB97M-V/def2-TZVPD) for 2 unconnected molecules or ions with the total composition C2H6O.

Geometry (Å):
C 0.222 0.277 0.972
C 0.100 -0.212 -0.382
O -1.221 -0.659 -0.805
H -0.662 0.923 0.941
H 0.154 -0.504 1.740
H 1.201 0.779 1.103
H 0.971 -0.956 -0.620
H 0.455 1.008 -1.196
H -1.220 -0.656 -1.753

gap between HOMO and LUMO: 10.801 eV
HOMO energy: -9.853 eV
LUMO energy: 0.95 eV

Which of them is the least stable? Correct choice: model b.

Model a:
Density functional theory data (ωB97M-V/def2-TZVPD) for a single C2H6O molecule.

Geometry (Å):
C -0.086 -0.812 0.554
C -0.185 0.572 -0.004
O 0.876 0.646 -1.060
H -0.797 -1.542 -0.031
H 1.043 -1.142 0.594
H -0.146 -0.784 1.643
H -0.088 1.420 0.689
H -1.076 0.807 -0.421
H 0.459 0.835 -1.964

gap between HOMO and LUMO: 11.265 eV
HOMO energy: -10.260 eV
LUMO energy: 1.00 eV
SMILES: CCO

Model b:
Density functional theory data (ωB97M-V/def2-TZVPD) for 2 unconnected molecules or ions with the total composition C2H6O.

Geometry (Å):
C 0.317 -0.864 -0.440
C 0.271 -0.811 0.892
H -0.156 -0.067 -1.024
H 0.735 -1.717 -0.988
H -0.255 0.071 1.274
H 0.678 -1.518 1.625
O -0.186 1.796 -0.316
H -1.095 1.967 0.019
H -0.308 1.144 -1.042

gap between HOMO and LUMO: 11.147 eV
HOMO energy: -10.145 eV
LUMO energy: 1.00 eV
SMILES: C=C.O

Which of them is the least stable? Correct choice: model b.

Model a:
Density functional theory data (ωB97M-V/def2-TZVPD) for 2 unconnected molecules or ions with the total composition C5H16N2O.

Geometry (Å):
C -1.014 2.553 -1.454
C -0.917 1.824 -0.190
C -1.245 0.316 -0.389
C -0.069 -0.634 -0.662
N 1.255 -0.018 -0.274
C -0.112 -1.919 0.233
N -1.503 -2.455 0.316
H -0.892 1.732 -2.250
H -1.924 3.146 -1.457
H -0.318 3.295 -1.754
H 0.022 1.951 0.197
H -1.626 2.193 0.586
H -1.876 0.314 -1.340
H -1.890 -0.170 0.329
H -0.115 -1.151 -1.628
H 2.023 -0.120 -0.983
H 1.099 0.986 -0.195
H 0.558 -2.571 -0.076
H 0.076 -1.557 1.367
H -1.683 -3.205 -0.348
H -1.626 -2.932 1.186
O 3.110 0.234 2.154
H 2.867 0.923 1.451
H 2.302 -0.241 2.161

gap between HOMO and LUMO: 10.182 eV
HOMO energy: -9.301 eV
LUMO energy: 0.88 eV
SMILES: CCC[C@@H](N)CN.O

Model b:
Density functional theory data (ωB97M-V/def2-TZVPD) for 2 unconnected molecules or ions with the total composition C5H16N2O.

Geometry (Å):
C -0.347 -0.390 -2.245
C -0.605 -0.895 -0.846
C 0.614 -0.642 0.087
C 0.802 0.736 0.791
N 1.123 1.777 -0.173
N 0.584 -1.732 1.115
C -0.545 -1.570 2.044
H -1.115 -0.387 -3.005
H 0.018 0.655 -2.221
H 0.545 -0.870 -2.674
H -0.712 -1.985 -0.829
H -1.528 -0.489 -0.444
H 1.531 -0.908 -0.459
H 1.566 0.362 1.502
H 0.004 0.979 1.475
H 1.246 2.688 0.264
H 2.035 1.470 -0.501
H 1.419 -1.626 1.683
H -1.503 -1.526 1.521
H -0.613 -2.431 2.712
H -0.578 -0.705 2.722
O -1.392 2.181 -0.611
H -2.028 2.761 -1.051
H -0.519 2.548 -0.857

gap between HOMO and LUMO: 9.727 eV
HOMO energy: -8.891 eV
LUMO energy: 0.84 eV
SMILES: CC[C@@H](CN)NC.O

Model c:
Density functional theory data (ωB97M-V/def2-TZVPD) for 2 unconnected molecules or ions with the total composition C5H16N2O.

Geometry (Å):
C 1.105 -2.216 1.053
C -0.088 -1.183 1.121
C 0.008 0.145 0.168
C 0.566 -0.046 -1.256
N 1.337 1.044 -1.707
N -1.372 0.860 0.096
C -2.548 -0.029 -0.260
H 1.610 -2.443 0.011
H 1.910 -1.738 1.584
H 0.711 -3.190 1.447
H -0.231 -0.948 2.218
H -1.029 -1.647 0.708
H 0.805 0.875 0.641
H -0.240 -0.493 -1.996
H 1.181 -0.880 -0.905
H 2.155 0.804 -2.295
H 0.787 1.720 -2.175
H -1.518 1.155 1.032
H -3.478 0.601 -0.297
H -2.402 -0.278 -1.306
H -2.638 -0.838 0.362
O 1.001 2.953 0.899
H 1.905 3.095 0.733
H 0.463 2.678 0.124

gap between HOMO and LUMO: 9.886 eV
HOMO energy: -8.841 eV
LUMO energy: 1.05 eV
SMILES: CC[C@@H](CN)NC.O

Which of them is the least stable? Correct choice: model c.